(1)
DFT (ωB97M-V/def2-TZVPD) results for C20H54BBeF4N2O12 as an isolated structure at a distorted geometry.

Calculated values
Total energy (eV): -61108.5623
Charge: +1

```
94
Properties=species:S:1:pos:R:3:mulliken_charge:R:1
Be 0.587 -21.222 25.138 0.697
B -2.231 -21.120 24.118 -0.290
F -3.088 -20.894 23.053 -0.125
F -2.924 -21.348 25.270 -0.032
F -1.335 -22.150 23.807 0.060
F -1.393 -20.031 24.334 0.048
C 0.995 -24.447 25.502 -1.639
O 1.066 -23.282 24.645 0.057
C 1.254 -23.639 23.268 -0.463
C 2.159 -22.574 22.708 -0.914
N 1.449 -21.291 22.889 0.043
C 2.234 -20.068 22.641 -1.139
C 1.391 -18.943 23.161 -0.070
O 1.408 -19.068 24.601 -0.152
C 1.130 -17.815 25.230 -0.938
H 0.023 -24.937 25.557 0.598
H 1.132 -24.050 26.508 0.351
H 1.849 -25.082 25.277 0.497
H 0.231 -23.599 22.883 0.123
H 1.720 -24.577 22.960 0.579
H 2.377 -22.665 21.640 0.502
H 3.150 -22.583 23.166 0.369
H 0.850 -21.344 22.071 0.151
H 2.370 -20.026 21.557 0.485
H 3.246 -20.096 23.042 0.349
H 0.359 -18.939 22.800 -0.002
H 1.703 -17.940 22.863 0.649
H 1.038 -17.895 26.312 0.231
H 0.220 -17.376 24.823 0.265
H 1.976 -17.128 25.160 0.409
C 0.886 -28.432 26.810 -0.757
O -0.216 -27.565 26.968 -0.335
C -0.033 -26.611 28.008 -0.547
C -1.359 -25.999 28.386 -0.949
N -1.833 -25.162 27.284 0.257
C -3.270 -24.869 27.424 -1.619
C -3.911 -24.418 26.133 0.832
O -3.491 -25.248 25.060 -0.463
C -3.837 -24.706 23.821 -0.810
H 1.230 -28.989 27.682 0.305
H 1.709 -27.930 26.293 0.257
H 0.523 -29.163 26.084 0.269
H 0.783 -25.936 27.734 0.198
H 0.354 -27.140 28.886 0.610
H -1.308 -25.386 29.289 0.414
H -2.046 -26.811 28.643 0.375
H -1.715 -25.705 26.432 0.366
H -3.420 -24.154 28.236 0.316
H -3.857 -25.719 27.792 0.743
H -3.614 -23.401 25.856 -0.694
H -4.999 -24.407 26.241 0.606
H -3.605 -25.422 23.035 0.421
H -3.383 -23.724 23.656 0.102
H -4.919 -24.521 23.817 0.345
C -6.603 -21.907 26.317 -0.066
C -5.808 -21.325 27.503 -0.036
O -6.720 -21.043 28.565 -0.617
O -7.424 -22.995 26.649 -0.582
H -5.897 -22.157 25.522 -0.018
H -7.257 -21.117 25.942 0.472
H -5.260 -20.424 27.237 0.198
H -5.071 -22.055 27.860 -0.032
H -7.252 -21.831 28.717 0.359
H -8.214 -22.964 26.109 0.361
C -3.697 -16.657 23.108 -0.309
C -2.197 -16.946 22.904 0.241
O -1.673 -16.098 21.882 -0.558
O -3.886 -15.545 23.996 -0.565
H -4.183 -17.499 23.600 0.187
H -4.124 -16.380 22.142 0.325
H -2.110 -18.022 22.744 -0.140
H -1.835 -16.731 23.915 0.196
H -0.845 -15.753 22.227 0.323
H -3.206 -14.909 23.744 0.314
C -5.547 -22.066 21.493 -0.300
C -6.214 -20.906 22.209 -0.415
O -5.828 -20.783 23.559 -0.489
O -4.253 -21.770 20.940 -0.662
H -6.123 -22.266 20.589 0.405
H -5.480 -22.968 22.106 -0.047
H -7.291 -21.027 22.090 0.419
H -5.926 -20.013 21.644 0.243
H -4.919 -21.055 23.688 0.187
H -3.636 -21.413 21.607 0.517
C -1.271 -21.801 27.608 0.369
C -0.494 -20.550 27.872 -1.290
O -0.405 -19.787 26.671 -0.241
O -0.604 -22.668 26.709 -0.132
H -2.294 -21.595 27.292 -0.187
H -1.399 -22.291 28.580 0.514
H 0.540 -20.778 28.152 0.299
H -0.929 -20.011 28.713 0.578
H -0.804 -18.930 26.847 0.272
H -1.135 -23.497 26.614 -0.038
```

(2)
DFT (ωB97M-V/def2-TZVPD) results for a 10-piece molecular cluster, C20H54F4O10S8 overall at a distorted geometry.

Calculated values
Total energy (eV): -139631.6808
Charge: -2

```
96
Properties=species:S:1:pos:R:3:mulliken_charge:R:1
F -0.425 0.994 -5.193 -0.955
C 0.840 -1.456 -0.387 1.040
O 0.303 -0.482 -1.302 -0.324
O 1.594 -2.215 -1.264 -0.901
C 1.471 -0.697 0.912 0.444
F 2.555 -1.337 1.305 -0.252
F 1.881 0.561 0.662 -0.177
F 0.683 -0.675 2.010 -0.274
C -0.833 0.263 -0.869 2.244
C -1.418 1.038 -2.072 -0.800
H -0.691 1.768 -2.430 -0.193
H -1.798 0.445 -2.902 0.136
H -2.201 1.726 -1.746 0.468
H -0.496 1.048 -0.188 -0.727
H -1.596 -0.359 -0.395 -1.190
H 0.004 -2.031 0.023 -0.489
C 4.089 2.199 -1.341 -0.695
S 2.889 3.045 -2.478 0.281
O 2.144 1.889 -3.121 -0.428
C 1.747 3.657 -1.153 -0.203
H 3.592 1.708 -0.506 0.050
H 4.760 3.013 -1.064 0.510
H 4.708 1.628 -2.032 0.203
H 2.295 4.129 -0.338 0.409
H 1.098 2.834 -0.852 -0.445
H 1.012 4.334 -1.591 0.335
C 5.095 -3.011 -1.177 -0.539
S 5.566 -1.590 -2.265 0.340
O 4.298 -0.948 -2.718 -0.400
C 6.394 -0.472 -1.003 -1.035
H 4.868 -3.865 -1.813 0.317
H 4.254 -2.669 -0.573 -0.136
H 5.921 -3.172 -0.483 0.438
H 6.719 0.437 -1.509 0.339
H 7.260 -1.010 -0.617 0.424
H 5.820 -0.263 -0.100 0.270
C -2.275 2.985 1.968 -0.136
S -3.087 1.516 2.614 0.815
O -3.970 1.975 3.741 -0.755
C -4.088 1.131 1.111 -0.798
H -2.954 3.830 1.855 0.477
H -1.982 2.746 0.945 -0.087
H -1.343 3.216 2.482 -0.318
H -4.798 0.326 1.301 0.317
H -3.363 0.709 0.415 -0.073
H -4.727 1.944 0.765 0.467
C 0.245 2.896 5.266 -0.853
S 0.960 4.042 4.047 0.432
O 2.347 4.413 4.522 -0.647
C 1.273 2.857 2.671 -0.614
H -0.751 2.490 5.087 0.253
H 0.214 3.311 6.273 0.378
H 0.926 2.047 5.344 0.280
H 1.503 3.431 1.774 0.139
H 0.420 2.242 2.384 0.107
H 2.074 2.163 2.928 0.461
C -2.179 3.965 -3.601 -0.677
S -1.361 4.758 -5.084 0.429
O -1.755 6.236 -4.978 -0.709
C 0.373 4.704 -4.369 -0.620
H -2.460 2.929 -3.790 0.206
H -3.173 4.399 -3.486 0.510
H -1.629 4.135 -2.676 0.116
H 0.345 5.550 -3.683 0.349
H 1.016 4.993 -5.200 0.363
H 0.648 3.771 -3.878 -0.040
C -3.620 -4.162 2.894 -1.270
S -2.486 -2.792 2.381 0.971
O -3.290 -1.993 1.344 -0.635
C -2.838 -1.888 3.938 -1.202
H -3.987 -4.787 2.079 0.362
H -4.560 -3.780 3.292 0.368
H -3.205 -4.891 3.591 0.369
H -3.876 -1.591 4.086 0.394
H -2.132 -1.066 4.055 0.215
H -2.539 -2.467 4.814 0.482
C -3.831 -1.294 -2.750 -0.535
S -2.516 -2.591 -3.071 0.192
O -1.185 -1.810 -3.249 -0.334
C -2.540 -3.266 -1.418 -0.187
H -3.629 -0.471 -3.434 0.417
H -3.620 -0.872 -1.767 -0.180
H -4.867 -1.630 -2.781 0.444
H -2.234 -2.550 -0.656 -0.392
H -1.858 -4.114 -1.353 0.267
H -3.592 -3.464 -1.210 0.392
C 0.031 -6.360 1.227 -1.125
S 0.688 -4.788 1.953 0.773
O 1.104 -5.004 3.449 -0.745
C 2.252 -4.595 0.935 -1.009
H 0.734 -7.180 1.381 0.394
H -0.003 -6.389 0.137 0.375
H -0.925 -6.626 1.676 0.297
H 2.839 -5.510 1.030 0.597
H 2.812 -3.770 1.376 0.119
H 2.018 -4.475 -0.123 0.323
```

(3)
DFT (ωB97M-V/def2-TZVPD) results for a 7-piece molecular cluster, C20H54O7 overall at a distorted geometry.

Calculated values
SMILES: CC(C)O.CC(C)O.CC(C)O.CC(C)O.CC(C)O.CC(C)O.CCO
Total energy (eV): -35944.7060

```
81
Properties=species:S:1:pos:R:3:mulliken_charge:R:1
C 3.179 7.262 0.313 -1.232
C 3.099 7.474 1.866 0.518
C 2.587 8.900 2.275 -1.305
O 2.110 6.599 2.294 -0.519
H 2.313 7.531 -0.291 0.326
H 3.445 6.256 -0.013 0.318
H 3.991 7.922 0.008 0.360
H 3.987 7.242 2.454 0.205
H 1.666 9.212 1.782 0.331
H 3.360 9.616 1.996 0.334
H 2.342 8.930 3.337 0.385
H 1.834 6.776 3.196 0.278
C 2.187 -0.042 -4.829 -1.254
C 1.728 0.554 -3.490 0.661
C 2.256 -0.206 -2.288 -1.415
O 2.198 1.868 -3.283 -0.536
H 1.537 0.411 -5.578 0.313
H 1.970 -1.107 -4.920 0.351
H 3.207 0.257 -5.072 0.345
H 0.660 0.336 -3.459 0.147
H 2.052 -1.271 -2.395 0.326
H 1.935 0.115 -1.297 0.380
H 3.346 -0.226 -2.268 0.355
H 1.979 2.155 -2.394 0.328
C -2.192 -4.445 -2.330 -1.126
C -2.680 -5.654 -3.109 0.350
C -1.747 -6.865 -3.255 -1.179
O -3.816 -6.211 -2.432 -0.557
H -3.003 -4.120 -1.678 0.328
H -1.903 -3.651 -3.019 0.311
H -1.396 -4.792 -1.672 0.274
H -3.186 -5.469 -4.057 0.284
H -0.813 -6.636 -3.768 0.326
H -2.184 -7.680 -3.832 0.323
H -1.530 -7.219 -2.247 0.353
H -3.471 -6.593 -1.622 0.315
C 1.285 -3.834 2.638 -1.258
C 2.425 -4.620 1.938 0.445
C 3.740 -4.035 2.229 -1.078
O 2.341 -5.935 2.434 -0.539
H 1.562 -3.610 3.668 0.310
H 0.290 -4.263 2.512 0.331
H 1.102 -2.894 2.117 0.349
H 2.201 -4.499 0.878 0.226
H 3.622 -3.147 1.608 0.286
H 4.509 -4.631 1.737 0.282
H 3.987 -3.756 3.253 0.323
H 2.511 -6.520 1.691 0.322
C 4.865 2.009 3.048 -1.227
C 4.439 2.143 4.530 0.468
C 3.424 1.133 5.116 -1.109
O 5.573 1.829 5.283 -0.538
H 5.398 1.102 2.765 0.315
H 5.399 2.885 2.679 0.380
H 3.928 2.096 2.498 0.297
H 4.143 3.187 4.627 0.194
H 2.516 1.299 4.536 0.315
H 3.313 1.511 6.133 0.298
H 3.809 0.115 5.056 0.306
H 6.250 2.463 5.033 0.303
C -9.143 -1.259 -2.726 -1.318
C -7.765 -1.865 -3.020 0.549
C -6.702 -0.881 -3.431 -1.147
O -7.315 -2.602 -1.938 -0.569
H -9.890 -1.932 -2.304 0.334
H -9.645 -0.959 -3.646 0.359
H -9.005 -0.448 -2.012 0.322
H -7.889 -2.638 -3.779 0.232
H -7.093 -0.379 -4.316 0.304
H -5.665 -1.181 -3.580 0.334
H -6.701 -0.123 -2.648 0.299
H -6.684 -3.245 -2.270 0.299
C -2.968 1.711 1.026 -1.080
C -2.019 2.457 1.886 -0.115
O -1.011 2.910 1.003 -0.489
H -3.174 2.193 0.070 0.297
H -3.944 1.544 1.480 0.337
H -2.568 0.763 0.665 0.267
H -1.519 1.826 2.621 0.222
H -2.433 3.290 2.455 0.305
H -0.546 3.560 1.535 0.256
```

Energy above the lowest of the compared OMol25 structures with the same formula, charge and spin? In order: 1.7581 0.7765 2.5654 eV.
HOMO energy? In order: -11.395 -0.995 -9.937 eV.